52
Properties=species:S:1:pos:R:3:forces:R:3:nbo_charge:R:1 method="wB97M-V/def2-TZVPD" homo_energy_ev=-8.09 de_lowest_ev=1.779 e_tot_ha=-1602.45998 smiles="COC(=O)Cc1ccc(NC(=S)N2CCN(C(=O)[C@H]3CCCO3)CC2)cc1" total_charge=0 homo_lumo_gap_ev=8.68
C -8.12896 -0.13643 -0.96741 -0.13 0.00 -0.39 -0.262
O -7.19048 -0.53713 0.02218 0.00 0.10 0.38 -0.510
C -6.22385 -1.36727 -0.38158 0.07 -0.30 0.19 0.806
O -6.12842 -1.79355 -1.50027 -0.01 -0.02 -0.14 -0.596
C -5.24953 -1.64753 0.74655 -0.15 0.10 -0.26 -0.515
C -4.17691 -0.59348 0.66360 0.11 0.00 0.13 -0.034
C -4.23628 0.54740 1.45378 0.05 -0.10 -0.11 -0.192
C -3.26554 1.52360 1.35454 0.18 0.04 -0.10 -0.226
C -2.20996 1.38185 0.45451 -0.36 -0.47 -0.03 0.126
N -1.26352 2.40599 0.38630 0.03 0.18 0.35 -0.612
C -0.05960 2.44664 -0.26128 0.14 0.18 -0.15 0.303
S 0.43729 3.90853 -0.86240 0.08 0.52 -0.17 -0.246
N 0.67480 1.31064 -0.36565 -0.40 0.19 -0.03 -0.445
C 1.89499 1.32555 -1.14592 0.49 0.20 -0.30 -0.232
C 3.10873 1.62257 -0.25851 -0.06 0.15 -0.40 -0.234
N 3.15741 0.65212 0.81053 -0.26 0.15 0.18 -0.432
C 4.08067 -0.31290 1.00104 0.27 0.10 -0.20 0.666
O 3.97621 -1.13513 1.89349 0.07 -0.33 0.18 -0.640
C 5.29422 -0.29613 0.05210 0.22 -0.03 0.38 0.007
C 6.20871 -1.49321 0.31829 -0.12 0.10 -0.02 -0.429
C 5.65983 -2.52853 -0.65937 -0.09 0.20 -0.11 -0.434
C 5.27282 -1.64929 -1.84453 0.20 -0.40 -0.24 -0.062
O 4.85651 -0.40439 -1.30181 -0.16 0.15 0.08 -0.545
C 1.94593 0.63913 1.60241 -0.24 -0.29 0.13 -0.240
C 0.73555 0.33625 0.70785 0.06 -0.15 0.53 -0.227
C -2.16768 0.25504 -0.36489 0.01 0.17 -0.01 -0.207
C -3.14215 -0.71712 -0.25533 -0.09 0.05 0.16 -0.191
H -8.85284 0.49737 -0.46212 0.05 -0.03 -0.01 0.196
H -7.62548 0.41499 -1.76383 -0.06 -0.03 0.05 0.194
H -8.61883 -1.01074 -1.40041 0.02 0.10 0.03 0.195
H -5.77419 -1.59044 1.69877 0.05 -0.07 0.00 0.234
H -4.82393 -2.63991 0.60052 -0.10 0.03 0.01 0.238
H -5.04929 0.67289 2.15315 -0.09 0.01 0.08 0.217
H -3.31989 2.40716 1.97373 0.02 0.09 0.10 0.213
H -1.62153 3.33051 0.59222 0.18 -0.15 -0.14 0.424
H 1.80889 2.08321 -1.92476 0.00 -0.16 0.07 0.251
H 2.01903 0.34021 -1.60378 0.02 0.00 0.04 0.205
H 4.01047 1.58585 -0.86180 -0.04 0.07 0.05 0.240
H 2.99607 2.62226 0.17689 0.02 -0.06 -0.09 0.212
H 5.82021 0.65983 0.17954 -0.07 -0.12 -0.04 0.199
H 6.13495 -1.81322 1.35462 0.06 0.04 -0.03 0.254
H 7.24226 -1.24198 0.08037 0.01 0.04 -0.02 0.207
H 6.38463 -3.29261 -0.92855 0.00 -0.06 -0.01 0.220
H 4.77569 -3.00296 -0.23310 0.00 -0.05 0.00 0.215
H 4.44979 -2.05363 -2.43876 0.08 0.02 0.02 0.187
H 6.13517 -1.47891 -2.50393 -0.10 -0.04 0.04 0.166
H 2.05296 -0.12644 2.37246 -0.06 0.15 -0.07 0.255
H 1.81628 1.62040 2.07279 -0.03 -0.05 -0.01 0.198
H -0.17443 0.35777 1.30443 0.09 -0.06 -0.07 0.231
H 0.84774 -0.65896 0.26700 -0.06 0.01 0.06 0.208
H -1.38562 0.15365 -1.10013 0.08 -0.02 -0.04 0.222
H -3.10891 -1.57951 -0.90357 0.01 -0.11 -0.08 0.222

76
Properties=species:S:1:pos:R:3:forces:R:3:mulliken_charge:R:1 method="wB97M-V/def2-TZVPD" homo_energy_ev=-8.90 de_lowest_ev=0.377 e_tot_ha=-1669.59921 smiles=COCCNCCOC.OCCO.OCCO.OCCO.OCCO.O.O.O.O total_charge=0 homo_lumo_gap_ev=9.02
C -0.63548 1.25782 2.91851 -0.61 -0.22 0.02 -0.729
O -2.05608 1.16264 2.70706 1.11 0.15 0.02 -0.081
C -2.75362 1.55486 3.86551 -0.89 -0.41 -0.04 -0.790
C -4.21356 1.18336 3.58416 -0.09 0.29 -0.26 -0.557
N -4.40127 -0.24124 3.27260 0.38 0.37 -0.34 -0.447
C -5.72349 -0.49464 2.66683 1.27 0.09 1.16 -0.536
C -5.81135 -1.92056 2.16696 -1.39 0.62 -0.04 -0.783
O -5.16542 -2.01563 0.90332 -0.24 0.09 0.01 -0.410
C -5.00742 -3.34016 0.40190 0.38 0.38 0.87 -0.904
H -0.39076 2.29017 3.16964 0.22 0.00 0.21 0.338
H -0.06258 0.95658 2.04546 -0.43 0.00 -0.31 0.078
H -0.37706 0.55550 3.71193 0.22 0.21 0.27 0.337
H -2.63915 2.62233 4.08686 -0.18 0.21 -0.39 0.440
H -2.39381 1.08327 4.78742 0.14 -0.55 -0.21 0.429
H -4.52051 1.72960 2.68079 -0.01 0.49 0.16 0.274
H -4.84657 1.51121 4.41109 -0.06 -0.15 0.05 0.396
H -3.71765 -0.37069 2.52758 0.10 -0.40 0.13 0.198
H -5.94886 0.22873 1.87312 -0.10 -0.14 -0.21 0.294
H -6.43827 -0.32847 3.47619 -0.28 -0.19 -0.18 0.480
H -6.89636 -2.08000 2.08674 -0.01 -0.35 -0.63 0.413
H -5.51047 -2.66580 2.90530 0.75 0.13 -0.09 0.402
H -4.06942 -3.71761 0.82140 -0.19 -0.41 -0.03 0.329
H -4.89830 -3.30960 -0.67998 -0.28 0.06 0.00 0.244
H -5.86729 -3.92113 0.73943 0.12 -0.32 -0.36 0.371
O 1.07168 4.36629 -3.26805 -0.22 0.06 0.02 -0.565
C 0.95643 2.96510 -3.29611 0.52 -0.41 -0.66 -0.027
C 2.02342 2.30016 -4.14245 0.27 -0.38 0.32 -0.399
O 3.31160 2.43916 -3.52657 -0.07 0.40 -0.25 -0.472
H 1.95188 4.62039 -2.97205 0.01 -0.20 0.14 0.346
H 0.99799 2.47326 -2.32030 -0.14 0.34 0.28 0.039
H 0.01266 2.71047 -3.78144 -0.22 0.22 0.21 0.292
H 2.05280 2.69758 -5.15830 -0.16 0.01 0.01 0.406
H 1.81303 1.22525 -4.15492 -0.16 0.02 -0.27 0.123
H 3.92632 2.74467 -4.19760 0.12 -0.02 0.09 0.265
O 3.40765 -4.36261 -2.73457 0.03 0.58 -0.30 -0.520
C 3.65292 -4.54196 -1.35319 0.16 0.09 0.04 -0.431
C 3.85496 -3.19149 -0.66211 -0.39 -0.78 -0.12 -0.585
O 2.64216 -2.44437 -0.65047 0.32 0.20 -0.22 -0.313
H 3.26229 -5.20790 -3.16397 0.01 -0.11 0.13 0.297
H 2.78914 -5.04699 -0.90889 0.12 -0.04 0.27 0.285
H 4.55548 -5.14771 -1.21629 -0.03 -0.05 0.18 0.352
H 4.63329 -2.61081 -1.15465 -0.18 0.09 -0.29 0.302
H 4.22705 -3.38262 0.34656 -0.12 0.01 0.14 0.425
H 2.11089 -2.67502 0.11864 0.05 0.05 0.01 0.207
O -3.50313 -0.15722 -0.11071 -0.07 -0.04 -0.50 -0.221
C -3.71246 0.43771 -1.38139 -0.39 -0.14 -0.54 -0.537
C -2.69944 1.52456 -1.67117 -0.90 0.89 0.26 0.121
O -2.87742 2.63056 -0.79277 0.16 -0.45 0.66 -0.620
H -4.23108 -0.78809 0.08860 0.40 0.26 0.13 0.291
H -3.71651 -0.25004 -2.24169 0.43 -0.50 0.35 0.362
H -4.72624 0.84926 -1.43299 0.10 0.43 0.20 0.336
H -2.96078 1.93880 -2.64962 0.30 -0.24 -0.14 0.391
H -1.65382 1.20995 -1.65240 -0.04 -0.35 -0.04 -0.293
H -2.84357 2.25947 0.10816 0.04 0.30 -0.25 0.327
O 5.76811 -0.66566 2.28628 -0.01 0.53 -0.06 -0.559
C 5.45933 0.00636 1.06224 0.06 -0.14 -0.53 0.162
C 6.51600 1.01117 0.61432 0.52 -0.85 0.60 -0.517
O 6.68678 2.06741 1.55557 -0.60 0.17 -0.23 -0.507
H 5.76059 -0.00866 2.99056 -0.18 -0.15 0.08 0.347
H 5.37733 -0.80155 0.33289 0.17 0.07 -0.15 -0.042
H 4.48720 0.50621 1.04912 -0.05 0.03 0.47 0.165
H 6.22783 1.35846 -0.37620 0.03 0.55 0.21 0.315
H 7.50465 0.53777 0.56701 -0.19 -0.39 -0.44 0.329
H 6.85624 1.62487 2.39287 0.20 0.22 0.05 0.284
O 2.14074 0.35987 -0.45708 -0.22 0.09 -0.10 -0.419
H 2.64344 -0.32844 -0.91219 -0.07 -0.15 0.23 0.251
H 1.24998 0.28007 -0.82520 0.22 0.06 0.08 0.093
O 0.13221 -0.56183 -2.34231 0.34 -0.10 -0.83 -0.575
H 0.67268 -1.30631 -2.64690 -0.02 0.06 0.18 0.157
H -0.37480 -0.29051 -3.11645 -0.04 0.04 0.14 0.281
O 3.50821 2.70448 -0.65190 -0.23 0.04 0.02 -0.639
H 3.49338 3.01829 -1.56644 0.03 -0.35 0.19 0.268
H 2.89394 1.93566 -0.62666 0.46 0.41 -0.07 0.458
O -0.85578 -1.15797 0.10544 0.22 0.28 -0.17 -0.659
H -1.74758 -0.75897 0.06328 0.29 -0.19 0.04 0.406
H -0.38494 -0.84710 -0.69538 -0.81 -0.42 0.65 0.432

7
Properties=species:S:1:pos:R:3:forces:R:3:nbo_charge:R:1 method="wB97M-V/def2-TZVPD" homo_energy_ev=-9.49 de_lowest_ev=4.393 e_tot_ha=-414.28452 total_charge=0 homo_lumo_gap_ev=8.74
C 0.20132 -0.48668 0.67191 -2.13 -1.89 -1.93 -0.539
C -1.46134 -1.09485 -0.54735 2.08 0.44 2.89 0.555
C 0.48957 0.69004 0.20416 0.82 0.20 2.33 0.677
F -1.01373 -0.88822 -1.68282 0.29 0.02 -1.07 -0.290
F -0.21834 1.27783 -0.67339 -1.87 1.40 -2.69 -0.311
F 1.31604 1.63919 0.64313 0.92 -0.51 0.48 -0.320
H 0.68648 -1.13732 1.38436 -0.10 0.34 -0.01 0.229